No. 1
ORCA calculation (ωB97M-V with the def2-TZVPD basis set) on a molecular structure, C16H30N6NiO.

- spin multiplicity = 3
- charge = +2
- orbital gap (spin up / spin down) (Eh) = 0.3476 / 0.3174
- max |F| (Eh/bohr) = 0.0141
- E (Eh) = -2539.3068
- ⟨S²⟩ = 2.005
- LUMO energy (spin up / spin down) (eV) = -5.75 / -6.58

Last column: Mulliken spin population.
Element x y z (Å)
Ni1 -0.25064 0.12759 -0.30600  1.69
C1 -1.11183 3.02137 0.72884  0.01
C2 -0.41655 2.34231 1.89635  -0.01
N1 0.01768 0.94348 1.61177  0.08
C3 -0.79038 -0.11031 2.27838  -0.01
C4 -0.12418 -1.44890 2.01578  0.00
N2 -0.23100 -1.78299 0.56601  0.06
C5 0.70905 -2.84453 0.09973  0.00
C6 2.09486 -2.38137 -0.34082  0.00
C7 2.14912 -1.20353 -1.30760  0.00
N3 1.82884 0.03779 -0.56455  0.07
C8 2.26611 1.31573 -1.16918  -0.01
C9 1.18835 1.86364 -2.07800  0.01
N4 -0.09616 1.93824 -1.33261  0.08
C10 -0.24823 3.18184 -0.52121  -0.01
H1 -2.04899 2.50974 0.49803  0.00
H2 -1.39531 4.02158 1.06213  0.00
H3 0.48005 2.91143 2.14801  0.00
H4 -1.05416 2.34415 2.78144  0.00
H5 0.95511 0.82279 1.97942  0.00
H6 -0.89238 0.05866 3.35347  0.00
H7 -1.80178 -0.08838 1.85928  0.00
H8 0.93567 -1.40466 2.28000  0.00
H9 -0.57143 -2.22363 2.64067  0.00
H10 -1.16418 -2.16189 0.45015  0.00
H11 0.80842 -3.59458 0.88744  0.00
H12 0.22382 -3.33195 -0.74865  0.00
H13 2.72583 -2.15949 0.52683  0.00
H14 2.56255 -3.23970 -0.82551  0.00
H15 3.14714 -1.13231 -1.74586  0.00
H16 1.44046 -1.33140 -2.13146  0.00
H17 2.31850 -0.05384 0.31951  -0.01
H18 2.44292 2.01515 -0.34990  0.00
H19 3.20879 1.20050 -1.70796  0.00
H20 1.47805 2.84243 -2.46558  0.00
H21 1.03640 1.20301 -2.93369  0.00
H22 -0.82486 1.93827 -2.03748  0.00
H23 0.75030 3.51206 -0.22692  0.00
H24 -0.65567 3.96648 -1.16043  0.00
N5 -4.04304 -4.21413 -1.03177  0.00
C11 -4.67461 -3.16607 -1.61896  0.00
O1 -5.62898 -3.26811 -2.34896  0.00
C12 -4.10933 -1.78604 -1.36009  0.00
C13 -4.99742 -0.71315 -1.34741  0.00
C14 -4.48820 0.56887 -1.29970  0.00
C15 -3.11515 0.73755 -1.25542  0.00
N6 -2.23878 -0.27626 -1.21206  0.02
C16 -2.75856 -1.51966 -1.28155  0.00
H25 -4.43196 -5.13196 -1.18460  0.00
H26 -3.40286 -4.09696 -0.26941  0.00
H27 -6.06083 -0.90533 -1.41270  0.00
H28 -5.13484 1.43467 -1.32361  0.00
H29 -2.70728 1.73731 -1.28907  0.00
H30 -2.04477 -2.33226 -1.37453  0.00

Cartesian forces, eV/Å:
Ni 0.460 0.191 -0.482
C -0.028 -0.049 -0.050
C 0.209 -0.040 -0.041
N -0.604 -0.398 0.046
C 0.034 0.084 0.301
C 0.026 -0.149 -0.105
N 0.013 0.206 0.394
C -0.182 0.050 -0.104
C 0.013 -0.001 0.018
C -0.032 -0.029 0.024
N -0.047 -0.030 -0.030
C 0.035 -0.031 0.014
C -0.082 0.030 -0.009
N -0.075 -0.112 -0.051
C 0.118 0.009 0.027
H 0.002 0.020 0.001
H -0.023 -0.009 0.004
H -0.016 0.007 0.037
H -0.034 0.040 -0.011
H 0.085 0.131 -0.125
H 0.103 0.061 0.007
H -0.011 -0.034 0.024
H -0.004 0.042 0.024
H 0.007 -0.064 -0.054
H -0.022 0.019 -0.047
H 0.035 -0.058 -0.041
H -0.011 0.015 -0.005
H 0.001 0.022 -0.011
H 0.025 -0.016 0.054
H 0.011 -0.010 0.002
H -0.003 0.006 -0.005
H -0.042 0.054 0.046
H 0.038 -0.003 -0.008
H -0.009 0.000 -0.021
H 0.003 -0.003 -0.016
H 0.010 0.003 -0.003
H -0.049 0.035 0.009
H -0.008 -0.001 0.009
H 0.004 0.018 0.010
N 0.090 0.018 -0.123
C -0.039 0.011 0.073
O -0.013 -0.007 0.017
C -0.008 0.003 -0.068
C -0.035 -0.032 -0.013
C 0.019 0.012 -0.050
C 0.006 -0.008 -0.074
N -0.124 0.028 0.333
C 0.227 -0.035 -0.182
H -0.018 -0.002 0.010
H -0.054 0.003 0.064
H 0.009 0.001 -0.040
H 0.000 -0.006 -0.003
H -0.006 0.013 0.134
H -0.007 -0.004 0.092



No. 2
ORCA calculation (ωB97M-V with the def2-TZVPD basis set) on 8 unconnected molecules or ions with the total composition C16H30N6O2S2 at a distorted geometry.

- spin multiplicity = 2
- charge = -1
- orbital gap (spin up / spin down) (Eh) = 0.0660 / 0.3203
- max |F| (Eh/bohr) = 0.1040
- E (Eh) = -1902.8546
- ⟨S²⟩ = 0.750
- LUMO energy (spin up / spin down) (eV) = 2.32 / 2.28

Last column: Mulliken spin population.
Element x y z (Å)
C1 1.18225 -3.51405 4.25112  0.01
C2 1.71482 -2.38191 3.43785  0.01
N1 2.14182 -1.49165 2.79183  -0.01
H1 0.28311 -4.00115 3.87380  0.00
H2 0.93221 -3.31456 5.29314  0.00
H3 2.02042 -4.20861 4.19496  0.00
C3 1.09454 -0.03911 -0.48634  0.30
C4 -0.28758 0.57201 -0.31681  -0.03
N2 -1.28339 1.08784 -0.17040  -0.17
H4 1.66831 0.64246 -1.11431  -0.04
H5 0.84643 -0.88321 -1.12980  -0.02
H6 1.51272 -0.38504 0.45895  0.05
C5 -4.23034 2.94506 -1.34637  0.11
C6 -4.74156 4.22821 -0.89799  0.07
N3 -5.21630 5.28515 -0.62894  -0.07
H7 -4.96742 2.32081 -1.85146  -0.08
H8 -3.84208 2.43197 -0.46655  0.09
H9 -3.46822 3.24431 -2.06590  0.04
C7 -2.24960 -1.97306 -2.06041  0.56
C8 -1.40278 -2.37598 -0.96187  -0.02
N4 -0.72726 -2.67547 -0.02431  -0.10
H10 -2.04270 -2.37525 -3.05214  -0.09
H11 -2.31502 -0.88516 -2.04282  0.17
H12 -3.29294 -2.22793 -1.87446  -0.23
C9 1.45359 -2.71082 -5.57022  0.64
C10 0.94026 -2.30602 -4.35442  1.30
N5 0.50436 -1.96128 -3.36073  -1.23
H13 1.80972 -3.73465 -5.45595  -0.09
H14 2.31438 -2.09949 -5.84119  -0.12
H15 0.67478 -2.65215 -6.33056  -0.22
C11 4.29249 -2.62035 0.82886  -0.02
C12 3.96510 -3.81828 1.50843  0.04
N6 3.65273 -4.78130 2.11927  -0.01
H16 5.19962 -2.87318 0.27997  -0.07
H17 4.60129 -1.79493 1.47030  0.01
H18 3.55151 -2.29530 0.09852  0.09
C13 -2.37934 1.02581 5.36961  0.00
S1 -1.05228 0.02281 4.51490  0.00
O1 -0.80849 -1.27990 5.23847  0.00
C14 -1.97317 -0.41759 2.97433  0.06
H19 -3.26568 0.44529 5.62554  0.00
H20 -2.61169 1.76913 4.60699  0.00
H21 -2.01835 1.49618 6.28424  0.00
H22 -1.42730 -1.12256 2.34732  0.01
H23 -1.99369 0.47470 2.34863  -0.02
H24 -2.93494 -0.90654 3.12933  -0.02
C15 2.30335 5.28328 -1.78391  0.19
S2 1.34770 4.44044 -3.10921  -0.03
O2 2.30577 3.77801 -4.06232  -0.04
C16 0.29516 3.24223 -2.18017  0.00
H25 1.84059 6.23089 -1.50826  -0.03
H26 3.30479 5.49103 -2.16082  -0.02
H27 2.42334 4.65119 -0.90404  -0.04
H28 -0.49772 2.79981 -2.78323  -0.07
H29 -0.17341 3.69187 -1.30475  -0.01
H30 1.02606 2.50599 -1.84573  0.14

Cartesian forces, eV/Å:
C 0.785 -0.048 -0.352
C -0.024 2.334 -1.096
N -1.242 -2.738 1.979
H 0.194 0.344 -0.642
H 0.402 0.719 -0.170
H -0.194 -0.459 0.208
C -2.354 0.177 -0.772
C 3.819 -1.238 0.192
N -2.279 1.020 0.229
H 0.331 -0.012 0.497
H 0.508 -0.326 0.060
H 0.040 0.336 -0.100
C 0.264 0.416 0.193
C -2.803 4.178 0.851
N 1.951 -3.975 -0.855
H -0.139 0.229 0.119
H 0.379 -0.213 -0.374
H 0.397 -0.662 0.062
C -1.307 0.469 -0.129
C 2.844 -1.683 3.800
N -2.815 1.228 -3.777
H 0.623 0.152 0.268
H 0.469 0.171 -0.420
H -0.016 -0.428 0.391
C 1.183 -0.971 -2.192
C -0.747 0.707 1.669
N -0.359 0.414 1.132
H -0.057 -0.148 -0.272
H -0.055 0.125 -0.152
H 0.116 -0.068 -0.178
C 1.384 0.890 -1.212
C -2.030 -3.830 3.136
N 1.192 3.010 -2.064
H 0.101 0.141 -0.410
H -0.496 -0.163 0.272
H -0.156 -0.111 0.267
C 0.248 -0.646 -0.676
S -0.433 -1.038 -0.013
O -0.342 0.921 -0.134
C 0.280 0.248 0.027
H 0.078 -0.208 -0.254
H -0.161 0.184 0.187
H 0.392 -0.086 -0.244
H 0.675 -0.113 0.499
H -0.499 0.170 0.157
H -0.154 0.470 0.375
C 0.137 -0.811 0.358
S -0.836 1.300 -1.265
O -0.413 -0.234 1.248
C 1.414 0.022 0.342
H -0.269 -0.176 -0.117
H -0.162 -0.118 -0.350
H -0.083 -0.011 0.078
H 0.393 0.119 -0.374
H 0.184 0.345 -0.046
H -0.358 -0.321 0.042



> Among the records above, which one has the lowest charge?

C16H30N6O2S2



> Look up the spin multiplicity of the second one.

2



> Number 2 is which compound?

C16H30N6O2S2